1.
{"formula": "C19H45N7O23", "method": "the ωB97M-V functional and the def2-TZVPD basis", "orbital_gap_ev": 10.3, "largest_force_ev_per_a": 4.7, "total_charge": 0, "lumo_energy_ev": -0.09, "smiles": "C[N+](=O)[O-].C[N+](=O)[O-].C[N+](=O)[O-].C[N+](=O)[O-].C[N+](=O)[O-].C[N+](=O)[O-].C[N+](=O)[O-].CCOC(=O)OC.CCOC(=O)OC.CCOC(=O)OC", "species": ["C", "N", "O", "O", "H", "H", "H", "C", "N", "O", "O", "H", "H", "H", "C", "N", "O", "O", "H", "H", "H", "C", "N", "O", "O", "H", "H", "H", "C", "N", "O", "O", "H", "H", "H", "C", "N", "O", "O", "H", "H", "H", "C", "N", "O", "O", "H", "H", "H", "C", "C", "O", "C", "O", "O", "C", "H", "H", "H", "H", "H", "H", "H", "H", "C", "C", "O", "C", "O", "O", "C", "H", "H", "H", "H", "H", "H", "H", "H", "C", "C", "O", "C", "O", "O", "C", "H", "H", "H", "H", "H", "H", "H", "H"], "coordinates": [[2.7093, 3.4369, 5.1281], [1.4013, 2.7775, 5.3575], [1.1049, 2.9067, 6.5263], [0.7835, 2.2808, 4.4383], [2.5821, 4.1519, 4.3046], [3.3880, 2.7617, 4.6532], [3.1687, 3.9166, 5.9730], [-6.1281, -0.9536, 3.2954], [-4.8566, -1.6483, 3.5562], [-4.2830, -2.0289, 2.5720], [-4.4696, -1.6861, 4.6687], [-6.8104, -1.3681, 4.0860], [-6.4508, -1.3221, 2.3286], [-5.9571, 0.1465, 3.2745], [0.4128, -4.3602, -3.0834], [-0.5282, -3.2715, -2.6228], [-0.1028, -2.0938, -2.7344], [-1.5927, -3.5984, -2.2694], [0.1603, -5.2001, -2.4329], [1.4123, -3.9983, -3.0553], [0.1283, -4.4696, -4.1620], [-0.8316, -4.4878, 2.0120], [0.3300, -4.8367, 1.1678], [0.5747, -4.1366, 0.2177], [1.0396, -5.7156, 1.6051], [-1.7343, -4.1732, 1.4721], [-0.6076, -3.6516, 2.7280], [-1.0263, -5.3503, 2.6305], [-5.2824, 2.7818, -1.5707], [-5.9278, 1.7357, -0.7721], [-6.9235, 1.1402, -1.1358], [-5.3112, 1.4529, 0.2352], [-5.0302, 3.6423, -0.9347], [-5.7431, 2.8971, -2.5358], [-4.2554, 2.4203, -1.7877], [-0.7221, 4.2321, -2.8387], [-1.9879, 3.6882, -2.3658], [-2.2103, 3.8110, -1.1866], [-2.6737, 3.2950, -3.3032], [-0.4459, 3.8120, -3.7951], [0.0478, 4.0702, -2.0280], [-0.9048, 5.3321, -2.9683], [2.0460, 0.4530, -3.4676], [0.7600, 0.7905, -4.1004], [0.7570, 0.8046, -5.2914], [-0.1221, 1.2045, -3.3673], [2.5540, 1.3373, -3.0922], [2.7122, 0.0821, -4.2838], [1.8651, -0.2392, -2.7079], [6.0284, -7.2012, -5.3163], [5.8386, -5.7221, -4.7931], [5.0747, -5.7980, -3.5563], [5.1263, -4.7044, -2.7452], [5.7094, -3.7173, -3.0341], [4.2243, -4.9428, -1.7626], [4.1504, -4.1659, -0.5555], [5.1800, -7.5579, -5.8609], [6.3808, -7.8613, -4.5649], [6.8543, -7.1337, -5.9873], [5.3075, -5.0638, -5.5230], [6.7923, -5.2542, -4.6062], [4.4087, -3.1730, -0.7977], [4.7293, -4.6518, 0.2023], [3.0576, -4.1537, -0.3529], [-2.3108, -0.4324, 0.1052], [-1.2722, 0.6002, -0.0292], [-0.1459, 0.1469, 0.7719], [0.9704, 0.7796, 0.7076], [1.1884, 1.5518, -0.1841], [1.8168, 0.5746, 1.6420], [1.4882, -0.3177, 2.7266], [-3.0362, -0.2673, -0.6421], [-2.8655, -0.3595, 1.0362], [-1.8826, -1.4047, -0.0020], [-1.6568, 1.5216, 0.3886], [-0.9261, 0.8539, -1.0198], [0.4966, -0.2706, 3.2624], [2.2488, -0.2903, 3.4466], [1.5965, -1.3535, 2.2870], [-3.0960, 5.4466, 2.2883], [-1.9498, 5.3298, 3.2985], [-0.7234, 5.1674, 2.5412], [0.3813, 5.2427, 3.2479], [0.4173, 5.4377, 4.4496], [1.5041, 4.9544, 2.6147], [1.4715, 4.6286, 1.2260], [-2.9993, 6.3615, 1.6756], [-4.0769, 5.4715, 2.8005], [-3.1180, 4.5700, 1.6237], [-1.9415, 4.4824, 3.9780], [-1.9678, 6.2447, 3.9669], [0.6053, 4.0610, 0.9271], [2.3535, 4.0794, 1.1600], [1.5492, 5.5191, 0.6214]], "mulliken_charge": [-0.762, 0.998, -0.564, -0.484, 0.216, 0.334, 0.312, -0.631, 0.896, -0.509, -0.551, 0.282, 0.279, 0.239, -0.837, 0.951, -0.497, -0.534, 0.287, 0.289, 0.317, -0.743, 0.774, -0.371, -0.538, 0.277, 0.229, 0.358, -0.444, 0.895, -0.572, -0.503, 0.239, 0.344, 0.026, -0.866, 1.030, -0.413, -0.544, 0.316, 0.208, 0.307, -0.740, 0.948, -0.587, -0.474, 0.266, 0.315, 0.232, -1.182, -0.285, -0.279, 0.731, -0.546, -0.289, -0.441, 0.316, 0.336, 0.390, 0.288, 0.322, 0.403, 0.298, -0.032, -1.425, 0.452, -0.105, 0.871, -0.584, -0.374, -0.640, 0.438, 0.331, 0.251, 0.108, -0.107, 0.280, 0.355, 0.166, -0.908, -0.347, -0.192, 0.798, -0.630, -0.401, -0.715, 0.281, 0.405, 0.085, 0.336, 0.280, 0.242, 0.405, 0.315]}

---

2.
{"formula": "C19H46BNO15P2S2", "method": "the ωB97M-V functional and the def2-TZVPD basis", "orbital_gap_ev": 7.0, "largest_force_ev_per_a": 9.4, "total_charge": 0, "lumo_energy_ev": -1.48, "smiles": "CCOB(O)[N@@+](S)(CCCCS(=O)(=O)O)C(=O)[O-].CCOP(=O)(OCC)OCC.CCOP(=O)(OCC)OCC", "species": ["C", "C", "O", "B", "O", "N", "S", "C", "C", "C", "C", "S", "O", "O", "O", "C", "O", "O", "H", "H", "H", "H", "H", "H", "H", "H", "H", "H", "H", "H", "H", "H", "H", "H", "C", "C", "O", "P", "O", "O", "C", "C", "O", "C", "C", "H", "H", "H", "H", "H", "H", "H", "H", "H", "H", "H", "H", "H", "H", "H", "C", "C", "O", "P", "O", "O", "C", "C", "O", "C", "C", "H", "H", "H", "H", "H", "H", "H", "H", "H", "H", "H", "H", "H", "H", "H"], "coordinates": [[10.1971, -2.2541, -0.5929], [9.8524, -1.0196, -1.4331], [8.4755, -0.6286, -1.1322], [7.6799, -0.8042, -2.2282], [7.4258, -2.0788, -2.6634], [7.0106, 0.3426, -2.9794], [7.4749, 0.1104, -4.6986], [5.5051, 0.3210, -2.9677], [4.9025, 0.0672, -1.5758], [4.3851, -1.3729, -1.3388], [3.3588, -1.7942, -2.4196], [3.9371, -3.0698, -3.5382], [4.9390, -3.9093, -2.9397], [4.4668, -2.5215, -4.7609], [2.6689, -3.9621, -3.9428], [7.4810, 1.7784, -2.5422], [7.7766, 2.5349, -3.4598], [7.4801, 2.0338, -1.3462], [11.2327, -2.1979, -0.2477], [10.0303, -3.1588, -1.1870], [9.5405, -2.3307, 0.2775], [10.4882, -0.1594, -1.2174], [9.9184, -1.2433, -2.5047], [7.4869, -2.6394, -1.8779], [8.8149, -0.0497, -4.5995], [5.1913, 1.3238, -3.2764], [5.1560, -0.3559, -3.7541], [5.5421, 0.4113, -0.7578], [4.0020, 0.6934, -1.5242], [3.8854, -1.4060, -0.3666], [5.2210, -2.0728, -1.2597], [2.3912, -2.1001, -2.0104], [3.1585, -0.9051, -3.0256], [3.0066, -4.6741, -4.5099], [1.8569, -0.2622, 4.5547], [2.1415, -1.1820, 3.3793], [1.0000, -1.9435, 2.9961], [-0.2662, -1.1695, 2.2784], [0.3375, -1.0726, 0.8987], [-1.2063, -2.4912, 1.9517], [-1.5951, -2.7718, 0.6084], [-0.6039, -3.7002, -0.0607], [-1.0534, -1.1838, 3.7550], [-2.0192, -0.1406, 4.0096], [-3.1713, -0.1694, 3.0247], [1.1704, 0.5405, 4.2683], [2.7786, 0.1985, 4.9122], [1.3931, -0.8128, 5.3722], [2.5092, -0.6085, 2.5215], [2.9150, -1.8989, 3.6547], [-1.7134, -1.8491, 0.0401], [-2.5791, -3.2437, 0.6454], [0.4264, -3.3912, 0.1129], [-0.7824, -3.7394, -1.1370], [-0.6964, -4.7093, 0.3444], [-1.5170, 0.8304, 3.9817], [-2.3870, -0.2913, 5.0238], [-2.8298, 0.0474, 2.0063], [-3.9220, 0.5752, 3.2906], [-3.6379, -1.1539, 3.0047], [-8.0793, 6.1100, 0.6830], [-7.4768, 5.2509, 1.7813], [-8.0372, 3.9373, 1.8165], [-7.6834, 2.9037, 0.6109], [-6.2553, 2.5426, 0.8250], [-8.4417, 1.5593, 1.1546], [-7.7183, 0.3498, 1.3718], [-7.2310, 0.2488, 2.8041], [-9.0181, 3.2856, -0.2802], [-8.9203, 3.1428, -1.7136], [-8.6445, 1.7114, -2.1325], [-7.7878, 5.7452, -0.3057], [-7.7361, 7.1413, 0.7733], [-9.1676, 6.0910, 0.7305], [-6.3905, 5.1856, 1.6684], [-7.6826, 5.7008, 2.7519], [-6.8912, 0.2628, 0.6668], [-8.4009, -0.4746, 1.1572], [-6.7676, 1.1743, 3.1454], [-6.5115, -0.5651, 2.9095], [-8.0712, 0.0578, 3.4739], [-8.1393, 3.8091, -2.0905], [-9.8689, 3.4794, -2.1290], [-7.6636, 1.3762, -1.7804], [-8.6587, 1.6221, -3.2190], [-9.3879, 1.0363, -1.7096]], "mulliken_charge": [-1.210, -0.113, -0.349, 0.567, -0.581, 0.297, -0.059, -0.846, -1.004, -0.143, -0.965, 1.286, -0.638, -0.674, -0.452, 0.597, -0.645, -0.594, 0.352, 0.330, 0.267, 0.443, 0.178, 0.257, 0.169, 0.277, 0.520, 0.424, 0.474, 0.187, 0.334, 0.425, 0.474, 0.410, -1.044, -0.232, -0.398, 1.160, -0.745, -0.390, -0.356, -1.049, -0.264, -0.385, -0.915, 0.218, 0.434, 0.249, 0.180, 0.374, 0.335, 0.392, 0.220, 0.345, 0.311, 0.291, 0.360, 0.252, 0.416, 0.242, -0.920, -0.336, -0.339, 1.094, -0.784, -0.362, -0.333, -1.054, -0.310, -0.281, -1.080, 0.202, 0.413, 0.247, 0.274, 0.332, 0.326, 0.375, 0.279, 0.305, 0.317, 0.294, 0.358, 0.307, 0.416, 0.263]}

---

3.
{"formula": "C19H46FINNbO9P", "method": "the ωB97M-V functional and the def2-TZVPD basis", "orbital_gap_ev": 6.1, "largest_force_ev_per_a": 1.9, "total_charge": -1, "lumo_energy_ev": 2.00, "species": ["C", "C", "Nb", "F", "O", "C", "C", "N", "C", "C", "C", "O", "P", "O", "I", "H", "H", "H", "H", "H", "H", "H", "H", "H", "H", "H", "H", "H", "H", "H", "H", "H", "H", "C", "O", "C", "C", "O", "C", "C", "O", "C", "H", "H", "H", "H", "H", "H", "H", "H", "H", "H", "H", "H", "H", "H", "C", "O", "C", "C", "O", "C", "C", "O", "C", "H", "H", "H", "H", "H", "H", "H", "H", "H", "H", "H", "H", "H", "H"], "coordinates": [[2.7919, -3.5001, 1.2453], [1.4627, -3.5295, 1.4354], [0.3344, -5.2771, 2.1142], [0.5989, -4.8929, 4.0105], [-0.4771, -6.9951, 2.6518], [0.2360, -8.1430, 3.0630], [0.5854, -9.0300, 1.8573], [1.8935, -9.6762, 1.9032], [2.9586, -9.0832, 1.1097], [3.0165, -9.5874, -0.3277], [1.8958, -9.0342, -1.2125], [4.2732, -9.1260, -0.8700], [-1.9535, -3.9972, 2.2221], [-2.9126, -4.8937, 3.2524], [-3.2228, -4.0244, 0.1290], [3.4936, -3.8377, 1.9999], [3.2453, -3.1256, 0.3261], [0.9104, -2.6341, 1.1285], [0.0602, -5.6630, 0.3684], [1.8999, -6.1975, 1.9878], [-0.4465, -8.7027, 3.7161], [1.1165, -7.9024, 3.6664], [-0.1701, -9.8206, 1.8073], [0.4549, -8.4301, 0.9615], [2.1903, -9.8170, 2.8561], [2.9360, -7.9858, 1.0874], [3.9091, -9.3660, 1.5656], [3.0650, -10.6739, -0.3734], [1.0352, -9.6958, -1.2763], [2.3030, -8.8370, -2.2039], [1.5835, -8.0620, -0.8253], [4.1803, -8.1716, -0.9891], [-2.3883, -5.0853, 4.0437], [-1.0872, 4.4985, 0.9470], [-2.1737, 3.6500, 1.2173], [-3.3988, 4.1585, 0.7279], [-4.3848, 3.0472, 0.4498], [-4.1449, 2.3418, -0.7522], [-3.0545, 1.4269, -0.7699], [-3.2930, 0.1551, 0.0072], [-3.1343, 0.3802, 1.3948], [-3.8581, -0.5498, 2.1763], [-1.2004, 5.4651, 1.4564], [-0.1852, 4.0118, 1.3118], [-0.9807, 4.6723, -0.1318], [-3.2343, 4.7307, -0.1950], [-3.8280, 4.8291, 1.4877], [-5.3630, 3.5152, 0.3103], [-4.4566, 2.3709, 1.3048], [-2.1277, 1.9079, -0.4493], [-2.9420, 1.1521, -1.8208], [-2.5673, -0.6027, -0.3160], [-4.3019, -0.2196, -0.2070], [-4.9310, -0.4971, 1.9484], [-3.7063, -0.2837, 3.2208], [-3.5054, -1.5729, 2.0126], [3.6826, 9.7369, -3.8492], [2.7107, 8.7403, -3.6500], [3.2515, 7.5503, -3.1031], [2.2041, 6.7755, -2.3396], [1.9154, 7.2971, -1.0542], [1.1446, 8.4832, -0.9790], [-0.3191, 8.2907, -1.2971], [-0.5275, 8.2014, -2.6950], [-1.6935, 7.4813, -3.0216], [4.4344, 9.4253, -4.5850], [3.1722, 10.6224, -4.2236], [4.1885, 9.9916, -2.9100], [4.0871, 7.7838, -2.4319], [3.6234, 6.9227, -3.9252], [2.6111, 5.7797, -2.1526], [1.2975, 6.6570, -2.9372], [1.5720, 9.2809, -1.5914], [1.2122, 8.7924, 0.0663], [-0.8904, 9.1486, -0.9138], [-0.6770, 7.3805, -0.7993], [-1.6549, 6.4615, -2.6207], [-1.7521, 7.4278, -4.1068], [-2.5933, 7.9800, -2.6417]], "mulliken_charge": [-0.536, -0.253, 0.034, -0.655, -0.516, -0.830, -0.068, -0.326, -0.241, 0.187, -1.332, -0.589, 0.208, -0.544, -0.178, 0.262, 0.214, 0.347, 0.071, 0.089, 0.263, 0.355, 0.247, 0.047, 0.260, 0.003, 0.356, 0.348, 0.317, 0.422, 0.289, 0.343, 0.320, -0.741, -0.285, -0.394, -0.453, -0.464, -0.387, -0.441, -0.238, -0.386, 0.319, 0.340, 0.248, 0.201, 0.409, 0.416, 0.168, 0.163, 0.386, 0.329, 0.347, 0.359, 0.239, -0.054, -0.780, -0.260, -0.597, -0.336, -0.461, -0.438, -0.229, -0.282, -0.705, 0.325, 0.232, 0.333, 0.348, 0.401, 0.397, 0.168, 0.169, 0.426, 0.414, 0.055, 0.263, 0.243, 0.324]}

---

Going through the records in order, we get HOMO values of -10.351 -8.502 -4.087 eV.